38
Properties=species:S:1:pos:R:3:forces:R:3 method="wB97M-V/def2-TZVPD" multiplicity=5 lumo_ev="0.1937 / 0.1879" energy_ha=-2860.3964 homo_ev="-7.335 / -9.290" s_squared=6.011 e_above_lowest_kcal_mol=9.9 homo_lumo_gap_ev="7.53 / 9.48"
Cr 0.174177 -0.667576 -0.920710 -0.1 -0.1 0.4
C -1.104481 1.070481 1.131658 0.0 0.0 0.0
C -0.626869 -0.021394 2.086922 0.0 -0.1 0.0
N 0.406525 -0.820630 1.451328 -0.1 0.0 0.0
C 0.496852 -2.226048 1.787104 0.0 0.0 0.0
C -0.713156 -3.039891 1.302970 0.1 0.0 0.0
S -1.383085 -2.555720 -0.324766 -0.1 -0.1 0.0
C -2.818053 -1.524946 0.153119 0.0 0.0 0.0
C -2.761402 -0.092044 -0.367193 0.0 0.0 0.0
N -1.457242 0.560417 -0.207973 0.0 0.0 -0.1
H -0.281233 1.769671 0.974619 0.0 0.0 0.0
H -1.943159 1.617746 1.577190 0.0 0.0 0.0
H -1.453388 -0.673829 2.370114 0.0 0.0 0.0
H -0.286405 0.455475 3.013025 0.0 0.0 0.0
H 1.317887 -0.375938 1.468458 0.0 0.0 0.0
H 0.602890 -2.411255 2.865181 0.0 0.0 0.0
H 1.394714 -2.597512 1.294554 0.0 0.0 0.0
H -1.548741 -3.003431 2.002269 0.0 0.0 0.0
H -0.425047 -4.086330 1.214683 0.0 0.0 0.0
H -2.892387 -1.563558 1.237119 0.0 0.0 0.0
H -3.709855 -2.005593 -0.247069 0.0 0.0 0.0
H -3.558609 0.479832 0.124901 0.0 0.0 0.0
H -2.964324 -0.094871 -1.437742 0.0 0.0 0.0
H -1.413678 1.337134 -0.861664 0.0 0.0 0.0
F 1.825939 -1.677239 -1.069505 0.0 0.0 -0.2
Te 3.031271 0.416781 -1.396025 -0.1 -0.1 0.1
F 3.450112 2.264462 -1.346121 0.0 0.1 0.0
F 4.897870 0.180839 -0.792907 0.0 0.0 0.0
F 0.684156 1.113568 -4.149256 -0.2 0.0 -0.2
F 2.811634 0.295129 0.497919 0.2 0.1 0.0
O 1.194593 0.933995 -1.373497 0.3 -0.2 0.0
C 0.552367 3.330994 -2.878813 0.1 0.1 -0.1
O -0.550147 2.393447 -2.835566 -0.1 0.0 -0.3
C -0.382983 1.201991 -3.356710 0.3 0.0 0.6
O -1.103739 0.269615 -3.158547 -0.1 0.1 -0.3
H 0.176111 4.222162 -2.389769 0.0 0.0 0.0
H 0.813607 3.549995 -3.911434 0.0 0.0 0.0
H 1.393555 2.908548 -2.334339 -0.1 0.1 0.0

19
Properties=species:S:1:pos:R:3:forces:R:3 method="wB97M-V/def2-TZVPD" lumo_ev=0.7912 smiles=CC[C@@H](O)[C@@H](C)O energy_ha=-348.1827 homo_ev=-9.911 e_above_lowest_kcal_mol=13.9 homo_lumo_gap_ev=10.70
C -1.102658 -0.264200 2.438998 0.0 0.0 0.1
C -0.268998 -0.746945 1.258318 0.1 0.0 0.0
C -0.264562 0.257729 0.106509 -0.2 -0.2 -0.1
O 0.130753 1.548022 0.519837 0.2 0.0 0.0
C 0.618727 -0.217578 -1.068804 -0.3 -0.1 0.0
C 0.083545 0.259246 -2.409402 0.0 0.1 0.0
O 1.923585 0.286005 -0.793156 0.2 -0.1 -0.2
H -0.684173 0.659849 2.846679 -0.1 -0.1 0.0
H -2.132271 -0.050119 2.126026 0.1 0.0 0.0
H -1.141812 -1.014643 3.235230 0.0 0.1 -0.1
H 0.766620 -0.942024 1.568839 -0.1 0.0 0.0
H -0.668833 -1.696887 0.875666 0.1 0.1 0.0
H -1.296342 0.365377 -0.256367 0.1 -0.1 0.0
H 1.097844 1.557801 0.438338 -0.2 0.1 0.0
H 0.654064 -1.317542 -1.062947 0.0 0.1 0.0
H -0.078439 1.341548 -2.391876 0.1 -0.1 0.0
H 0.767357 0.010368 -3.230605 -0.1 0.0 0.1
H -0.872635 -0.233745 -2.617933 0.1 0.1 0.0
H 2.468227 0.197737 -1.583352 -0.1 0.0 0.1

Repeat the second record exactly.
19
Properties=species:S:1:pos:R:3:forces:R:3 method="wB97M-V/def2-TZVPD" lumo_ev=0.7912 smiles=CC[C@@H](O)[C@@H](C)O energy_ha=-348.1827 homo_ev=-9.911 e_above_lowest_kcal_mol=13.9 homo_lumo_gap_ev=10.70
C -1.102658 -0.264200 2.438998 0.0 0.0 0.1
C -0.268998 -0.746945 1.258318 0.1 0.0 0.0
C -0.264562 0.257729 0.106509 -0.2 -0.2 -0.1
O 0.130753 1.548022 0.519837 0.2 0.0 0.0
C 0.618727 -0.217578 -1.068804 -0.3 -0.1 0.0
C 0.083545 0.259246 -2.409402 0.0 0.1 0.0
O 1.923585 0.286005 -0.793156 0.2 -0.1 -0.2
H -0.684173 0.659849 2.846679 -0.1 -0.1 0.0
H -2.132271 -0.050119 2.126026 0.1 0.0 0.0
H -1.141812 -1.014643 3.235230 0.0 0.1 -0.1
H 0.766620 -0.942024 1.568839 -0.1 0.0 0.0
H -0.668833 -1.696887 0.875666 0.1 0.1 0.0
H -1.296342 0.365377 -0.256367 0.1 -0.1 0.0
H 1.097844 1.557801 0.438338 -0.2 0.1 0.0
H 0.654064 -1.317542 -1.062947 0.0 0.1 0.0
H -0.078439 1.341548 -2.391876 0.1 -0.1 0.0
H 0.767357 0.010368 -3.230605 -0.1 0.0 0.1
H -0.872635 -0.233745 -2.617933 0.1 0.1 0.0
H 2.468227 0.197737 -1.583352 -0.1 0.0 0.1

Repeat the second record exactly.
19
Properties=species:S:1:pos:R:3:forces:R:3 method="wB97M-V/def2-TZVPD" lumo_ev=0.7912 smiles=CC[C@@H](O)[C@@H](C)O energy_ha=-348.1827 homo_ev=-9.911 e_above_lowest_kcal_mol=13.9 homo_lumo_gap_ev=10.70
C -1.102658 -0.264200 2.438998 0.0 0.0 0.1
C -0.268998 -0.746945 1.258318 0.1 0.0 0.0
C -0.264562 0.257729 0.106509 -0.2 -0.2 -0.1
O 0.130753 1.548022 0.519837 0.2 0.0 0.0
C 0.618727 -0.217578 -1.068804 -0.3 -0.1 0.0
C 0.083545 0.259246 -2.409402 0.0 0.1 0.0
O 1.923585 0.286005 -0.793156 0.2 -0.1 -0.2
H -0.684173 0.659849 2.846679 -0.1 -0.1 0.0
H -2.132271 -0.050119 2.126026 0.1 0.0 0.0
H -1.141812 -1.014643 3.235230 0.0 0.1 -0.1
H 0.766620 -0.942024 1.568839 -0.1 0.0 0.0
H -0.668833 -1.696887 0.875666 0.1 0.1 0.0
H -1.296342 0.365377 -0.256367 0.1 -0.1 0.0
H 1.097844 1.557801 0.438338 -0.2 0.1 0.0
H 0.654064 -1.317542 -1.062947 0.0 0.1 0.0
H -0.078439 1.341548 -2.391876 0.1 -0.1 0.0
H 0.767357 0.010368 -3.230605 -0.1 0.0 0.1
H -0.872635 -0.233745 -2.617933 0.1 0.1 0.0
H 2.468227 0.197737 -1.583352 -0.1 0.0 0.1